# 1
ORCA calculation (wB97M-V/def2-TZVPD) on a structure of composition C23H18Cl2N4O2SSeTeV at a distorted geometry.

Calculated values
Orbital gap (alpha / beta) (eV): 4.874 / 4.799
Expectation value of S²: 2.0327

The geometry in ORCA input format:
```
! wB97M-V def2-TZVPD RIJCOSX def2/J DEFGRID3
* xyz 1 3
V 0.8627 1.0222 -1.3982
Cl -0.0954 -1.1605 -1.3428
C 0.0886 -1.5062 -3.0365
C -0.7986 -2.3402 -3.6866
C -0.6472 -2.5323 -5.0516
C 0.3365 -1.8520 -5.7509
C 1.2133 -1.0108 -5.0815
Cl 2.3612 -0.0752 -5.9610
C 1.1440 -0.8633 -3.6907
S 2.3221 0.0676 -2.7760
H -1.5970 -2.8225 -3.1395
H -1.3137 -3.2033 -5.5744
H 0.4357 -1.9733 -6.8207
C 0.1008 -2.1959 2.5349
Te -1.6731 -1.4274 1.5752
C -2.7163 -2.3920 3.2018
C -1.6798 -2.9484 4.1368
C -2.0645 -3.5844 5.3146
C -1.1101 -4.0790 6.1857
C 0.2395 -3.9314 5.8944
C 0.6293 -3.3108 4.7205
C -0.3272 -2.8246 3.8321
H 0.8250 -1.3943 2.6758
H 0.5582 -2.9403 1.8830
H -3.3464 -3.1819 2.7944
H -3.3757 -1.6874 3.7059
H -3.1173 -3.6855 5.5482
H -1.4176 -4.5819 7.0928
H 0.9899 -4.3108 6.5750
H 1.6810 -3.2009 4.4846
Se -0.8117 2.0905 -4.6174
N 0.0231 3.5938 -4.8977
C 0.7825 3.8762 -3.8451
C 1.6431 4.9756 -3.6063
C 2.3274 4.9909 -2.4174
C 2.2302 3.9317 -1.4863
N 1.4465 2.8917 -1.6836
C 0.7067 2.9006 -2.8098
N -0.0866 1.8569 -3.0207
H 1.7488 5.7579 -4.3453
H 2.9756 5.8210 -2.1768
H 2.8199 3.9325 -0.5787
O -2.1451 3.0826 -0.1321
C -1.3272 2.5051 0.5325
C -1.0777 2.6336 2.0361
C 0.2633 1.9270 2.2696
C 0.5294 1.3008 0.9270
O 1.5160 0.6297 0.5341
N -0.3994 1.6024 0.0218
H -1.8939 2.1423 2.5660
H -1.0818 3.6845 2.3181
H 0.2324 1.1771 3.0592
H 1.0704 2.6225 2.5076
*
```



# 2
ORCA calculation (wB97M-V/def2-TZVPD) on a structure of composition C23H18Cl3F6N3OS5SbSeTeZr at a distorted geometry.

Calculated values
Orbital gap (alpha / beta) (eV): 5.997 / 5.517
Expectation value of S²: 0.7685

The geometry in ORCA input format:
```
! wB97M-V def2-TZVPD RIJCOSX def2/J DEFGRID3
* xyz 0 2
Zr 0.8956 -0.1410 2.7759
S -0.8584 3.8970 3.2653
S -0.9838 4.0362 1.3846
S -1.0911 2.4119 0.3922
S 2.0521 0.7929 0.1201
Se -1.7482 0.4573 3.5061
C -2.2071 -1.2172 4.1131
N -2.5352 -2.2691 4.4578
F 1.3405 1.7358 2.9678
Sb 2.8381 -1.3919 5.2601
F 1.4685 0.0094 4.9916
F 0.6790 -1.8974 3.7832
F 3.1509 -0.7592 7.0320
F 2.5806 -1.0633 2.4220
F 4.0619 -0.1018 4.5630
Cl -6.4195 -2.0322 2.8748
C -5.4394 -1.7382 1.4782
C -4.4787 -0.7416 1.5044
C -3.7062 -0.5211 0.3766
C -3.8675 -1.2840 -0.7763
C -2.9394 -1.1051 -1.9531
C -1.8215 -2.1533 -1.9144
N -1.1739 -2.1440 -0.6173
C -1.3947 -3.0593 0.3896
C -0.7898 -2.5700 1.4961
N -0.2080 -1.3529 1.1849
C -0.4561 -1.1412 -0.0974
O -2.3509 0.1835 -1.9049
C -2.1833 0.7680 -3.1969
C -1.3004 1.9630 -3.0687
C -1.7302 3.2537 -3.0073
Cl -3.3534 3.7992 -3.0782
S -0.4543 4.3723 -2.7915
C 0.6983 3.1092 -2.7764
C 0.1184 1.8908 -2.9327
C -4.8366 -2.2800 -0.7600
Cl -5.0802 -3.2944 -2.1612
C -5.6309 -2.5147 0.3478
H -4.3183 -0.1544 2.3977
H -2.9522 0.2535 0.4023
H -3.4928 -1.2339 -2.8886
H -1.0911 -1.9450 -2.6976
H -2.2245 -3.1524 -2.0695
H -1.9706 -3.9535 0.2304
H -0.7465 -2.9749 2.4900
H -0.1919 -0.2648 -0.6635
H -3.1601 1.0401 -3.6069
H -1.7170 0.0415 -3.8736
H 1.7426 3.3375 -2.6436
H 0.6751 0.9629 -2.9491
H -6.3812 -3.2916 0.3315
Te 3.8253 1.7326 1.1611
C 5.2970 1.4560 -0.3095
C 6.5616 1.0622 0.1150
C 7.5714 0.8857 -0.8212
C 7.3162 1.0989 -2.1663
C 6.0511 1.4892 -2.5853
C 5.0373 1.6709 -1.6582
H 6.7615 0.8840 1.1648
H 8.5556 0.5743 -0.4968
H 8.1053 0.9582 -2.8931
H 5.8546 1.6530 -3.6369
H 4.0466 1.9627 -1.9839
*
```



# 3
ORCA calculation (wB97M-V/def2-TZVPD) on a structure of composition C23H18Cl4CsIN4O4 at a distorted geometry.

Calculated values
Orbital gap (eV): 3.975

The geometry in ORCA input format:
```
! wB97M-V def2-TZVPD RIJCOSX def2/J DEFGRID3
* xyz -2 1
Cs 0.1499 -1.6965 0.2255
Cl -4.5501 -6.7108 0.1322
C -3.7486 -5.2262 -0.3266
C -4.4869 -4.1345 -0.7255
Cl -6.2322 -4.2208 -0.8065
C -3.8131 -2.9389 -1.0651
Cl -4.7314 -1.5408 -1.5919
C -2.4153 -2.7790 -1.0016
O -1.8134 -1.6699 -1.2482
C -1.6151 -3.9746 -0.6519
O -0.3349 -3.9194 -0.6828
C -2.3383 -5.1324 -0.2883
Cl -1.3811 -6.5301 0.1629
N 3.9863 -1.6664 -0.9597
C 4.5316 -0.6198 -0.0804
C 4.1436 -0.7511 1.3904
C 2.6263 -0.6357 1.6031
O 2.1358 0.5224 1.4920
O 1.9840 -1.6910 1.8208
H 2.9824 -1.5563 -1.0320
H 4.1101 -2.5724 -0.5209
H 4.1864 0.3467 -0.4513
H 5.6213 -0.6255 -0.1760
H 4.6308 0.0483 1.9586
H 4.4805 -1.7185 1.7732
N 0.1795 1.0479 3.4639
C -0.1953 2.3197 3.7482
C -0.3582 2.8003 5.0376
C -0.7756 4.1234 5.2812
C -1.0346 4.9973 4.2640
C -0.8943 4.5442 2.9253
C -1.1447 5.3664 1.8029
C -1.0122 4.8625 0.5454
C -0.6331 3.5085 0.3888
N -0.3844 2.7192 1.3991
C -0.4964 3.2173 2.6570
H 0.5361 0.5091 4.2342
H 0.6638 0.8544 2.5774
H -0.1490 2.1389 5.8707
H -0.8860 4.4533 6.3081
H -1.3467 6.0174 4.4588
H -1.4458 6.3958 1.9628
H -1.1988 5.4751 -0.3277
H -0.5393 3.0733 -0.6023
I 2.2060 -0.5034 -7.6261
C 1.0251 -0.5285 -5.8992
C -0.1400 -1.2748 -5.8596
C -0.8760 -1.2519 -4.6925
C -0.4279 -0.4858 -3.6194
N 0.7004 0.2303 -3.6658
C 1.4184 0.2039 -4.7896
H -0.4553 -1.8638 -6.7115
H -1.7827 -1.8350 -4.5852
H -0.9981 -0.5029 -2.6952
H 2.3367 0.7814 -4.8014
*
```



# 4
ORCA calculation (wB97M-V/def2-TZVPD) on a structure of composition C23H18N10O2SeSn.

Calculated values
Orbital gap (eV): 8.209

The geometry in ORCA input format:
```
! wB97M-V def2-TZVPD RIJCOSX def2/J DEFGRID3
* xyz 2 1
Sn -0.2765 -0.1414 -0.3872
C 1.5415 -3.4372 2.4273
C 2.1240 -2.7415 3.4735
C 2.0375 -1.3573 3.4954
C 1.3647 -0.7046 2.4738
N 0.8270 -1.3828 1.4543
C 0.9091 -2.7130 1.4337
C 1.2060 0.7718 2.4321
C 1.4050 1.5626 3.5556
C 1.2401 2.9331 3.4456
C 0.8996 3.4795 2.2208
C 0.7128 2.6331 1.1364
N 0.8443 1.3049 1.2580
C 0.3413 3.1455 -0.2069
C 0.4941 4.4728 -0.5726
C 0.1102 4.8691 -1.8459
C -0.4121 3.9300 -2.7192
C -0.5240 2.6221 -2.2839
N -0.1505 2.2427 -1.0616
H 1.5817 -4.5162 2.3741
H 2.6456 -3.2674 4.2615
H 2.5062 -0.8036 4.2956
H 0.4499 -3.2091 0.5858
H 1.6617 1.1206 4.5063
H 1.3739 3.5696 4.3106
H 0.7588 4.5456 2.1254
H 0.9207 5.1924 0.1106
H 0.2131 5.9025 -2.1475
H -0.7244 4.2053 -3.7165
H -0.9418 1.8475 -2.9163
O -1.4794 -4.0338 -3.5012
C -0.9074 -3.0897 -3.0227
O -1.5794 -2.0764 -2.4382
C 0.5647 -2.8469 -3.0949
C 1.2983 -3.6783 -3.9234
C 2.6218 -3.3522 -4.1844
C 3.1448 -2.2105 -3.6086
C 2.3409 -1.4625 -2.7581
N 1.0741 -1.7654 -2.4857
H 0.8128 -4.5358 -4.3677
H 3.2202 -3.9692 -4.8413
H 4.1601 -1.8944 -3.8054
H 2.7417 -0.5842 -2.2622
N -5.2957 -0.4453 1.8998
N -3.9998 -0.0523 1.9367
N -3.5936 0.9123 2.7300
C -2.3231 1.0208 2.3788
N -2.0047 0.1476 1.4157
N -3.1039 -0.5369 1.1360
H -5.7866 -0.2346 2.7537
H -5.4187 -1.3676 1.5153
H -1.6357 1.7117 2.8396
Se -3.3804 -2.1544 -2.9020
C -3.3990 -0.3453 -2.5839
N -3.2115 0.7668 -2.3447
*
```



# 5
ORCA calculation (wB97M-V/def2-TZVPD) on a structure of composition C23H18N3ORuTe.

Calculated values
Orbital gap (alpha / beta) (eV): 7.626 / 5.915
Expectation value of S²: 6.0404

The geometry in ORCA input format:
```
! wB97M-V def2-TZVPD RIJCOSX def2/J DEFGRID3
* xyz 3 5
Ru 1.1952 0.5659 -0.1123
C 4.8031 -1.2655 -1.5966
C 5.4089 -1.7069 -0.4305
C 4.7404 -1.5703 0.7792
C 3.4921 -0.9776 0.8004
N 2.9320 -0.5130 -0.3388
C 3.5630 -0.6645 -1.5133
C 2.6333 -0.8719 1.9941
C 3.0229 -1.2808 3.2549
C 2.1185 -1.2173 4.3054
C 0.8337 -0.7550 4.0622
C 0.5097 -0.3439 2.7877
N 1.3828 -0.3864 1.7630
H 5.2808 -1.3726 -2.5601
H 6.3881 -2.1664 -0.4593
H 5.1913 -1.9371 1.6891
H 3.0593 -0.2855 -2.3906
H 4.0232 -1.6493 3.4264
H 2.4133 -1.5317 5.2979
H 0.0920 -0.7061 4.8466
H -0.4833 0.0271 2.5823
Te -1.5230 -0.5717 -1.7584
C -3.4539 -1.1645 -1.4755
C -4.5312 -0.2497 -1.5032
C -5.8053 -0.7158 -1.2962
C -6.0188 -2.0846 -1.0821
C -4.9554 -2.9951 -1.0738
C -3.6759 -2.5494 -1.2975
C -1.4716 1.4262 -1.0974
C -0.9830 1.6233 0.2178
C -0.7160 2.9225 0.6713
C -0.9105 4.0025 -0.1791
C -1.3994 3.7914 -1.4619
C -1.6678 2.5022 -1.9364
H -4.3560 0.8024 -1.6889
H -6.6459 -0.0357 -1.3101
H -7.0291 -2.4474 -0.9395
H -5.1460 -4.0465 -0.9080
H -2.8516 -3.2518 -1.3329
H -1.0728 0.8183 0.9442
H -0.3891 3.0799 1.6922
H -0.7088 5.0091 0.1616
H -1.5696 4.6384 -2.1148
H -2.0028 2.3698 -2.9574
O 2.6064 3.4206 -2.7893
C 2.1161 2.5973 -2.1591
N 1.5608 1.7173 -1.5136
*
```



Quick rundown of energy, same order as above: -168400.8662; -219175.3623; -97034.1048; -114301.9807; -40506.7389 eV
Quick rundown of relative energy (zero: lowest compared OMol25 entry of this formula, charge and spin), same order as above: 31.8; 21.5; 42.1; 33.4; 0.0 kcal per mole